# 1
C6H4N2O | ωB97M-V/def2-TZVPD

```
13
C6H4N2O | OMol25 | ωB97M-V/def2-TZVPD
C 2.002 -0.105 -0.208
C -0.074 -0.829 -0.280
C -2.145 -0.269 0.216
C -1.519 1.014 -0.236
C -0.128 0.614 -0.225
C 1.054 0.915 -0.064
H 1.477 -2.339 0.841
H -3.356 -0.303 0.316
H -1.951 2.075 -0.063
H 1.487 1.842 0.005
N 1.174 -1.310 -0.409
N -1.170 -1.382 -0.060
O 3.148 0.078 0.165
```

Values from the calculation:
F_max = 7.34 eV/Å
Energy relative to the best compared isomer or geometry (same formula, charge and spin) = 6.033 eV
LUMO = -1.26 eV
HOMO energy = -9.0 eV
Total energy = -415.54645 Eh

---

# 2
C5H8O2 | ωB97M-V/def2-TZVPD

```
15
C5H8O2 | OMol25 | ωB97M-V/def2-TZVPD
C 1.691 0.654 -0.629
C 0.319 0.056 -0.399
C -0.899 0.970 -0.111
O -1.201 0.287 1.126
C -0.073 -0.603 0.934
C -0.442 -1.956 0.357
O -1.730 -2.006 0.188
H 1.981 1.368 0.149
H 2.432 -0.151 -0.652
H 1.721 1.168 -1.597
H -1.726 0.918 -0.828
H -0.671 2.025 0.098
H 0.604 -0.642 1.792
H 0.166 -0.746 -1.126
H -2.151 -1.208 0.619
```

Values from the calculation:
F_max = 0.87 eV/Å
Energy relative to the best compared isomer or geometry (same formula, charge and spin) = 3.837 eV
LUMO = 0.88 eV
HOMO energy = -8.8 eV
Total energy = -345.66396 Eh

---

# 3
C20H25BClIrN7O2 | ωB97M-V/def2-TZVPD

```
57
C20H25BClIrN7O2 | OMol25 | ωB97M-V/def2-TZVPD
Ir 0.675 -0.211 0.412
C 1.804 -4.422 -0.312
C 0.844 -3.515 0.139
N 1.119 -2.299 -0.329
N 2.231 -2.393 -1.071
C 2.666 -3.662 -1.079
B 2.719 -1.233 -1.949
N 3.366 -0.144 -1.083
C 4.582 0.403 -1.202
C 4.714 1.390 -0.243
C 3.500 1.384 0.437
N 2.700 0.459 -0.089
N 1.476 -0.595 -2.594
C 1.177 -0.492 -3.895
C -0.020 0.188 -4.017
C -0.394 0.474 -2.706
N 0.513 -0.010 -1.862
H 1.842 -5.481 -0.129
H -0.017 -3.701 0.758
H 3.558 -3.948 -1.610
H 3.484 -1.635 -2.764
H 5.274 0.055 -1.949
H 5.558 2.028 -0.054
H 3.195 2.000 1.266
H 1.829 -0.897 -4.650
H -0.549 0.443 -4.917
H -1.247 1.029 -2.357
C -4.793 1.283 1.132
N -3.829 0.195 0.842
C -3.131 -0.210 2.087
C -2.866 0.528 -0.286
C -1.970 1.711 -0.009
C -2.497 2.995 -0.184
C -1.756 4.124 0.107
C -0.451 3.976 0.553
C 0.103 2.708 0.653
C -0.634 1.554 0.370
H -5.470 0.960 1.919
H -5.369 1.536 0.244
H -4.248 2.156 1.478
H -4.362 -0.612 0.519
H -2.560 0.636 2.464
H -2.445 -1.029 1.893
H -3.859 -0.516 2.836
H -3.484 0.719 -1.165
H -2.250 -0.355 -0.462
H -3.502 3.108 -0.573
H -2.182 5.109 -0.027
H 0.145 4.844 0.801
H 1.143 2.634 0.941
Cl 1.801 -0.393 2.803
C 1.104 -1.919 3.370
C -0.339 -2.071 2.850
O -1.117 -2.717 3.521
O -0.605 -1.505 1.730
H 1.109 -1.928 4.455
H 1.717 -2.734 2.988
```

Values from the calculation:
F_max = 2.67 eV/Å
Energy relative to the best compared isomer or geometry (same formula, charge and spin) = 3.433 eV
Total charge = +1
LUMO = -3.55 eV
HOMO energy = -11.4 eV
Total energy = -1900.07860 Eh

---

# 4
C13H23N2O9S | ωB97M-V/def2-TZVPD

```
48
C13H23N2O9S | OMol25 | ωB97M-V/def2-TZVPD
O -0.582 -1.421 -4.730
O 1.064 -0.297 -0.646
O 1.216 -4.926 -2.531
O -0.867 -0.707 0.286
O 1.174 2.101 0.185
O -0.993 3.469 2.819
O -1.027 2.340 6.350
O -1.209 0.491 2.514
O 0.046 0.101 5.116
S -2.213 4.766 4.769
C 0.330 -0.818 -4.181
C 0.044 -1.014 -0.513
C 0.869 -3.901 -3.113
N 0.445 -3.954 -4.380
N 1.124 -1.317 -3.237
C 0.626 0.607 -4.576
C 0.320 -5.173 -5.172
C -0.055 2.582 0.745
C -0.900 3.605 4.243
C 0.039 2.615 2.272
C -1.058 2.233 4.913
C -0.005 1.191 2.884
C 0.089 1.346 4.414
C -0.110 -2.307 -1.340
C 0.985 -2.530 -2.405
H 1.094 1.132 -0.078
H -1.717 2.970 6.632
H -1.097 0.036 1.622
H -0.297 0.289 6.008
H -2.712 4.972 3.531
H 0.113 -3.082 -4.778
H 1.745 -0.639 -2.818
H 1.654 0.679 -4.924
H -0.061 0.907 -5.365
H 0.488 1.246 -3.704
H 1.247 -5.745 -5.113
H 0.114 -4.920 -6.212
H -0.494 -5.780 -4.775
H -0.897 1.964 0.416
H -0.229 3.599 0.382
H 0.075 4.023 4.513
H 1.009 3.060 2.518
H -2.014 1.796 4.605
H 0.859 0.615 2.532
H 1.038 1.836 4.654
H -1.081 -2.289 -1.838
H -0.105 -3.155 -0.654
H 1.915 -2.601 -1.840
```

Values from the calculation:
F_max = 1.48 eV/Å
Total charge = -1
LUMO = 2.41 eV
HOMO energy = -6.3 eV
Total energy = -1694.16440 Eh

---

# 5
C28H39BN8O4S2W | ωB97M-V/def2-TZVPD

```
83
C28H39BN8O4S2W | OMol25 | ωB97M-V/def2-TZVPD
W 0.720 0.116 0.195
C -2.407 -3.599 0.912
C -2.167 -2.834 -0.395
C -3.009 -3.456 -1.517
C -2.505 -1.376 -0.217
C -3.819 -0.886 -0.209
C -3.696 0.470 -0.034
N -2.396 0.771 0.054
N -1.645 -0.354 -0.051
B -1.843 2.174 0.364
N -1.062 1.993 1.700
C -1.261 2.696 2.807
C -0.590 2.087 3.846
C -0.001 0.948 3.307
N -0.296 0.890 1.984
C 0.668 -0.096 4.170
C 2.122 -0.462 3.862
C -0.244 -1.332 4.264
N 0.124 2.190 -1.497
C 0.730 2.827 -2.668
C 0.905 1.854 -3.601
C 0.466 0.624 -3.098
N -0.050 0.772 -1.817
C 0.417 -0.666 -3.872
C -0.083 -1.835 -3.031
C 1.760 -0.992 -4.536
H -2.205 -4.664 0.767
H -3.447 -3.489 1.232
H -1.761 -3.233 1.710
H -1.119 -2.922 -0.657
H -4.056 -3.543 -1.212
H -2.644 -4.460 -1.745
H -2.976 -2.862 -2.430
H -4.730 -1.455 -0.316
H -4.445 1.243 0.047
H -2.777 2.891 0.623
H -1.868 3.590 2.785
H -0.544 2.402 4.877
H 0.684 0.368 5.156
H 2.256 -0.859 2.864
H 2.442 -1.226 4.574
H 2.772 0.406 3.963
H -0.397 -1.780 3.283
H -1.223 -1.060 4.665
H 0.204 -2.082 4.919
H 0.986 3.872 -2.627
H 1.302 2.010 -4.595
H -0.304 -0.502 -4.681
H 0.592 -2.026 -2.196
H -0.139 -2.743 -3.637
H -1.073 -1.619 -2.631
H 2.529 -1.165 -3.783
H 2.097 -0.180 -5.184
H 1.658 -1.891 -5.149
C 4.250 -2.836 -1.078
C 2.996 -2.237 -0.494
S 2.744 -0.562 -0.844
C 2.106 -2.943 0.233
C 2.251 -4.417 0.533
S 0.683 -2.177 0.852
H 4.954 -2.053 -1.357
H 4.016 -3.414 -1.978
H 4.740 -3.505 -0.369
H 3.290 -4.683 0.736
H 1.915 -5.019 -0.318
H 1.648 -4.694 1.397
C -2.140 3.107 -2.036
C -1.132 2.937 -0.923
N 0.992 2.038 -0.408
C 1.237 3.083 0.446
C 0.505 4.210 0.373
N -0.526 4.214 -0.572
C 0.580 5.444 1.212
O 1.561 5.579 2.076
O -0.251 6.308 1.046
C 2.143 2.495 1.486
O 2.747 3.159 2.321
O 2.233 1.202 1.389
H -2.424 2.130 -2.429
H -1.737 3.718 -2.845
H -3.035 3.591 -1.640
H -1.123 5.027 -0.515
H 2.122 4.748 2.164
```

Values from the calculation:
F_max = 0.95 eV/Å
Energy relative to the best compared isomer or geometry (same formula, charge and spin) = 5.532 eV
LUMO (alpha / beta) = -1.39 / -0.90 eV
<S²> = 2.088
HOMO energy (alpha / beta) = -6.6 / -7.7 eV
2S+1 = 3
Total energy = -2717.73278 Eh

---

# 6
C7H12 | ωB97M-V/def2-TZVPD

```
19
C7H12 | OMol25 | ωB97M-V/def2-TZVPD
C -0.370 -2.733 0.652
C -0.639 -1.216 0.701
C 0.616 -0.124 0.604
C -0.013 1.252 0.056
C -0.905 1.897 0.905
C 1.256 1.486 -2.053
C 0.119 1.669 -1.357
H -1.269 -3.322 0.451
H 0.291 -2.851 -0.171
H 0.249 -3.160 1.468
H -1.212 -0.856 1.595
H -1.119 -0.877 -0.236
H 1.081 -0.161 1.603
H 1.562 -0.162 0.052
H -1.227 1.394 1.815
H -1.110 2.951 0.506
H 2.070 0.836 -1.713
H 1.343 1.678 -3.098
H -0.724 2.299 -1.781
```

Values from the calculation:
F_max = 4.02 eV/Å
Energy relative to the best compared isomer or geometry (same formula, charge and spin) = 2.791 eV
LUMO = 0.83 eV
HOMO energy = -8.6 eV
Total energy = -273.80597 Eh

---

# 7
C28H41BBrF13N2O8S2 | ωB97M-V/def2-TZVPD

```
96
C28H41BBrF13N2O8S2 | OMol25 | ωB97M-V/def2-TZVPD
C 1.969 3.875 0.179
C 2.701 2.791 1.032
Br 1.972 2.861 2.850
C 2.258 1.404 0.444
C 3.195 1.028 -0.729
C 4.500 0.430 -0.163
O 4.303 -0.619 0.793
B 4.974 -0.405 2.000
O 6.162 -1.113 2.200
O 4.438 0.461 2.942
C 5.517 -0.077 -1.241
S 4.814 -0.408 -2.868
O 4.827 -1.818 -3.130
O 5.673 0.244 -3.813
O 3.374 0.261 -3.040
C 2.527 0.191 -1.839
C 1.199 0.837 -2.313
C 0.637 0.209 -3.614
C 0.263 1.228 -4.703
C -0.860 2.198 -4.340
C -1.254 3.123 -5.307
C -2.244 4.041 -5.059
C -2.891 4.103 -3.827
C -2.523 3.181 -2.871
C -1.534 2.246 -3.136
C 2.286 -1.301 -1.479
C 0.966 -1.551 -0.687
C 1.137 -2.624 0.420
F 1.854 -3.633 -0.156
F 1.927 -2.074 1.376
C -0.280 -3.086 0.891
F -0.715 -4.019 0.014
F -1.114 -2.029 0.698
C -0.498 -3.535 2.374
F -1.823 -3.239 2.621
F 0.138 -2.772 3.271
C -0.447 -5.060 2.717
F -1.380 -5.767 2.075
F -0.804 -5.141 4.012
S 1.197 -5.958 2.520
F 2.027 -4.602 2.472
F 1.405 -5.961 4.114
F 0.433 -7.353 2.700
F 1.038 -6.045 0.956
F 2.562 -6.756 2.393
H 2.633 4.706 -0.096
H 1.585 3.461 -0.764
H 1.097 4.289 0.699
H 3.778 2.957 0.966
H 2.286 0.699 1.281
H 1.211 1.551 0.163
H 3.492 1.982 -1.205
H 5.011 1.253 0.371
H 5.899 -1.974 2.556
H 3.688 0.001 3.347
H 6.053 -0.933 -0.821
H 6.257 0.720 -1.387
H 0.441 0.863 -1.531
H 1.465 1.889 -2.523
H 1.293 -0.551 -4.053
H -0.298 -0.310 -3.338
H 1.132 1.838 -4.996
H -0.082 0.672 -5.589
H -0.804 3.160 -6.301
H -2.574 4.761 -5.809
H -3.658 4.843 -3.611
H -3.005 3.186 -1.894
H -1.313 1.541 -2.337
H 2.176 -1.828 -2.438
H 3.157 -1.776 -1.011
H 0.184 -1.813 -1.405
H 0.748 -0.623 -0.145
C -3.096 2.711 1.332
O -2.303 3.156 0.523
N -2.839 2.502 2.637
C -3.836 1.965 3.541
C -1.517 2.825 3.149
H -4.125 2.432 1.043
H -4.024 2.679 4.345
H -3.473 1.028 3.971
H -4.769 1.774 3.012
H -1.313 3.884 2.985
H -0.773 2.243 2.609
H -1.457 2.601 4.212
C -6.837 -0.011 0.465
O -6.436 0.596 -0.507
N -6.115 -0.913 1.164
C -6.651 -1.603 2.320
C -4.756 -1.198 0.738
H -7.855 0.135 0.866
H -6.038 -1.380 3.196
H -6.641 -2.680 2.141
H -7.674 -1.286 2.514
H -4.165 -0.280 0.760
H -4.767 -1.573 -0.287
H -4.301 -1.938 1.392
```

Values from the calculation:
F_max = 4.01 eV/Å
LUMO = -0.16 eV
HOMO energy = -8.8 eV
Total energy = -6496.48106 Eh

---

# 8
C31H52AsCoN2OP2 | ωB97M-V/def2-TZVPD

```
90
C31H52AsCoN2OP2 | OMol25 | ωB97M-V/def2-TZVPD
Co 0.421 0.001 0.170
C 0.710 1.106 1.986
C -0.684 0.866 1.873
C -0.893 -0.533 1.780
C 0.364 -1.185 1.968
C 1.353 -0.179 2.028
C 2.804 -0.419 2.274
C 0.603 -2.582 2.462
C -2.238 -1.185 1.833
C -1.782 1.838 2.160
C 1.386 2.365 2.427
H 3.422 0.275 1.704
H 3.092 -1.432 1.998
H 3.041 -0.282 3.331
H -0.287 -3.204 2.408
H 0.875 -2.513 3.518
H 1.412 -3.107 1.967
H -2.637 -1.443 0.854
H -2.962 -0.520 2.302
H -2.201 -2.095 2.429
H -2.598 1.792 1.443
H -1.428 2.859 2.250
H -2.210 1.566 3.128
H 2.430 2.392 2.118
H 1.380 2.390 3.520
H 0.902 3.275 2.081
C -2.244 1.911 -1.364
P -0.451 1.609 -1.259
C -0.234 0.755 -2.883
N -0.216 1.446 -3.991
C -0.172 0.759 -5.164
C -0.113 1.470 -6.385
C -0.091 0.777 -7.560
C -0.134 -0.640 -7.570
C -0.197 -1.347 -6.405
C -0.213 -0.651 -5.174
N -0.279 -1.347 -4.009
C -0.252 -0.665 -2.896
P -0.445 -1.535 -1.299
C -2.216 -1.942 -1.457
C 0.378 -3.221 -1.285
C 1.788 -3.114 -0.711
C -0.482 -4.111 -0.366
C 0.450 -3.918 -2.648
C 0.276 3.344 -1.319
C 0.167 4.036 -2.683
C -0.522 4.201 -0.323
C 1.740 3.326 -0.911
H -2.782 0.970 -1.450
H -2.427 2.491 -2.271
H -2.631 2.465 -0.516
H -0.096 2.550 -6.354
H -0.049 1.309 -8.501
H -0.122 -1.160 -8.518
H -0.239 -2.427 -6.392
H -2.322 -2.472 -2.407
H -2.822 -1.040 -1.505
H -2.587 -2.581 -0.663
H 1.828 -2.547 0.211
H 2.456 -2.625 -1.409
H 2.170 -4.120 -0.528
H -0.781 -3.621 0.562
H 0.102 -4.992 -0.098
H -1.379 -4.457 -0.874
H 1.124 -3.420 -3.341
H -0.520 -3.995 -3.133
H 0.821 -4.930 -2.473
H -0.855 4.076 -3.057
H 0.780 3.567 -3.447
H 0.511 5.062 -2.543
H -1.527 4.419 -0.679
H -0.004 5.154 -0.212
H -0.594 3.752 0.664
H 2.344 2.878 -1.687
H 1.917 2.778 0.004
H 2.078 4.355 -0.777
C 4.142 1.455 -2.671
As 3.456 -0.161 -1.898
C 3.369 -1.271 -3.465
C 4.784 -0.867 -0.721
O 2.007 0.042 -1.070
H 4.909 1.156 -3.386
H 4.591 2.102 -1.920
H 3.345 1.974 -3.199
H 4.342 -1.186 -3.951
H 2.602 -0.885 -4.135
H 3.185 -2.317 -3.246
H 5.729 -0.970 -1.253
H 4.460 -1.842 -0.357
H 4.910 -0.183 0.117
```

Values from the calculation:
F_max = 1.49 eV/Å
Energy relative to the best compared isomer or geometry (same formula, charge and spin) = 0.000 eV
Total charge = +2
LUMO (alpha / beta) = -5.71 / -5.72 eV
HOMO energy (alpha / beta) = -14.1 / -14.1 eV
Total energy = -5697.97273 Eh

---

What is the total energy in the first record? -415.54645 Eh